# 1
Here is a molecular structure, C6H14ClCrO6S at a distorted geometry from the OMol25 dataset. Energies are from ωB97M-V with the def2-TZVPD basis set.

Output
- energy (Ha) = -2590.59723
- multiplicity = 5
- <S²> = 6.146
- HOMO-LUMO gap (spin up / spin down) (eV) = 4.62 / 5.43
- total charge = +1

CARTESIAN COORDINATES (ANGSTROEM)
Cr 22.43623 -11.43546 -23.28788
Cl 22.82923 -9.71553 -23.68308
O 22.54944 -6.61743 -26.79890
S 22.04574 -7.90198 -27.27122
O 21.24912 -8.11351 -28.50184
O 23.34349 -9.01085 -27.30690
C 24.28002 -9.04331 -26.21785
C 25.62194 -9.50846 -26.88727
C 21.13051 -8.75052 -25.92014
H 23.94953 -9.79262 -25.49854
H 24.35161 -8.06717 -25.73812
H 26.22693 -8.67537 -27.24510
H 25.40329 -10.18653 -27.71219
H 26.28776 -10.03291 -26.20190
H 20.39536 -8.07448 -25.48355
H 21.84962 -8.87454 -25.11044
H 20.75759 -9.66101 -26.38923
C 28.33402 -8.92872 -26.39262
O 26.99914 -8.82418 -25.81508
C 26.78262 -9.05397 -24.55226
O 27.62045 -9.40775 -23.76360
O 25.56964 -8.62644 -24.30502
C 24.96204 -8.79864 -23.01493
H 28.40906 -8.55000 -27.41196
H 28.76472 -9.92463 -26.28896
H 29.01162 -8.24750 -25.87795
H 25.07786 -9.72384 -22.45042
H 23.88659 -8.65589 -23.12048
H 25.26788 -7.97514 -22.36963

Table of Löwdin atomic charges, one value per atom, all in e: number 1, Cr, carries 0.7880; number 2, Cl, carries 0.5534; number 3, O, carries -0.2870; number 4, S, carries 0.7334; number 5, O, carries -0.2853; number 6, O, carries -0.2700; number 7, C, carries -0.2630; number 8, C, carries -0.0633; number 9, C, carries -0.1426; number 10, H, carries 0.0279; number 11, H, carries 0.1236; number 12, H, carries 0.1045; number 13, H, carries 0.0986; number 14, H, carries 0.0819; number 15, H, carries 0.0827; number 16, H, carries -0.0912; number 17, H, carries 0.0788; number 18, C, carries 0.0447; number 19, O, carries -0.2014; number 20, C, carries -0.6373; number 21, O, carries 0.1773; number 22, O, carries -0.0297; number 23, C, carries -0.1075; number 24, H, carries 0.1132; number 25, H, carries 0.1148; number 26, H, carries 0.1104; number 27, H, carries 0.1020; number 28, H, carries -0.0906; number 29, H, carries 0.1337

---

# 2
Here is 13 unconnected molecules or ions with the total composition H26O13 from the OMol25 dataset. Energies are from ωB97M-V with the def2-TZVPD basis set.

Output
- energy (Ha) = -993.72583
- HOMO-LUMO gap (eV) = 9.78

CARTESIAN COORDINATES (ANGSTROEM)
O 2.95936 -0.55789 1.04824
H 3.36379 -0.92060 1.84111
H 2.15945 -1.12590 0.90397
O -3.58957 0.18400 0.34489
H -3.64978 -0.64928 0.82465
H -3.01010 -0.00674 -0.40276
O -2.83573 -0.53452 -2.40753
H -3.52726 -0.80860 -3.02205
H -2.31133 0.10901 -2.89601
O 2.66632 -0.42616 -1.83007
H 3.56114 -0.20858 -2.11232
H 2.78216 -0.81745 -0.94565
O 0.80878 -2.33216 -2.78729
H 0.33359 -1.78707 -3.42220
H 1.54463 -1.77381 -2.47171
O -0.63225 0.22012 -0.10604
H -0.67664 1.19474 -0.11612
H -0.12424 -0.01466 -0.89310
O 0.87808 -2.26203 0.67115
H 0.07783 -1.80269 0.99563
H 0.82929 -3.13595 1.07251
O -1.05254 -0.94338 2.39648
H -1.29030 -0.49211 1.56899
H -0.29479 -0.42907 2.74782
O -1.23294 3.05264 -0.53971
H -1.96123 3.67171 -0.67515
H -0.75186 3.05390 -1.37630
O -1.70178 -3.00863 -1.67241
H -0.73397 -2.96915 -1.75647
H -1.98217 -2.07840 -1.70896
O 1.22926 0.39079 3.39249
H 2.07446 -0.03908 3.53586
H 1.26302 0.69934 2.46745
O -0.42957 3.66685 2.10465
H 0.20868 3.01747 1.79380
H -0.92195 3.92082 1.31808
O 1.69622 1.93723 0.95784
H 2.02182 2.76502 0.58604
H 2.25214 1.24027 0.57019

Table of Löwdin atomic charges, one value per atom, all in e: number 1, O, carries -0.0799; number 2, H, carries 0.0623; number 3, H, carries 0.0128; number 4, O, carries -0.0656; number 5, H, carries 0.0402; number 6, H, carries -0.0246; number 7, O, carries -0.0409; number 8, H, carries 0.0787; number 9, H, carries 0.0612; number 10, O, carries -0.0510; number 11, H, carries 0.0652; number 12, H, carries 0.0212; number 13, O, carries -0.0622; number 14, H, carries 0.0449; number 15, H, carries 0.0008; number 16, O, carries -0.0511; number 17, H, carries 0.0245; number 18, H, carries 0.0502; number 19, O, carries -0.0475; number 20, H, carries 0.0225; number 21, H, carries 0.0783; number 22, O, carries -0.0764; number 23, H, carries -0.0029; number 24, H, carries 0.0061; number 25, O, carries -0.0409; number 26, H, carries 0.0750; number 27, H, carries 0.0647; number 28, O, carries -0.0905; number 29, H, carries -0.0110; number 30, H, carries -0.0239; number 31, O, carries -0.0426; number 32, H, carries 0.0423; number 33, H, carries 0.0080; number 34, O, carries -0.0569; number 35, H, carries -0.0199; number 36, H, carries -0.0015; number 37, O, carries -0.0627; number 38, H, carries 0.0699; number 39, H, carries 0.0235

---

# 3
Here is 4 unconnected molecules or ions with the total composition C3H13O3S at a distorted geometry from the OMol25 dataset. Energies are from ωB97M-V with the def2-TZVPD basis set.

Output
- energy (Ha) = -746.06165
- HOMO-LUMO gap (eV) = 6.87
- total charge = -1

CARTESIAN COORDINATES (ANGSTROEM)
C -3.09640 -1.20078 -2.66319
C -2.45695 0.09628 -2.15223
C -2.10754 -0.04373 -0.67815
S -0.78385 -1.27166 -0.32386
H -3.21444 -1.21274 -3.75020
H -2.52065 -2.07570 -2.37396
H -4.05690 -1.28266 -2.17292
H -3.12890 0.89088 -2.48861
H -1.51113 0.25863 -2.67664
H -1.79997 0.88197 -0.23250
H -2.99812 -0.38528 -0.14555
H 3.83625 -0.58533 2.68769
H 2.88676 -0.02470 1.61134
O 3.83027 -0.04384 1.89531
H 0.64224 0.08494 0.50844
H 0.49857 0.62043 1.83907
O 1.23670 0.45843 1.23092
H 2.08927 2.22727 1.74502
H 3.51784 2.43411 2.03416
O 2.65932 2.84467 2.23225

Table of Löwdin atomic charges, one value per atom, all in e: number 1, C, carries -0.1669; number 2, C, carries -0.3728; number 3, C, carries -0.7149; number 4, S, carries 0.2841; number 5, H, carries 0.0562; number 6, H, carries 0.0280; number 7, H, carries 0.0544; number 8, H, carries 0.0858; number 9, H, carries 0.0808; number 10, H, carries 0.0215; number 11, H, carries 0.0321; number 12, H, carries 0.0229; number 13, H, carries -0.0065; number 14, O, carries -0.0953; number 15, H, carries -0.0939; number 16, H, carries 0.0483; number 17, O, carries -0.1714; number 18, H, carries -0.0118; number 19, H, carries 0.0179; number 20, O, carries -0.0984

---

- Which value of energy does entry 1 give?
  -2590.59723 Ha

---

- Which of these has the lowest energy?
  C6H14ClCrO6S

---

- Look up the energy of the third one.
  -746.06165 Ha

---

- Which value of energy does entry 3 give?
  -746.06165 Ha